[1]
The following is a quantum chemistry calculation of a 12-piece molecular cluster, C51H117O41P5 overall, from OMol25.

Output
HOMO level in eV: -10.088
LUMO level in eV: 0.53
SMILES string: CCOP(=O)(OCC)OCC.CCOP(=O)(OCC)OCC.CCOP(=O)(OCC)OCC.CCOP(=O)(OCC)OCC.CCOP(=O)(OCC)OCC.COC(=O)OC.COC(=O)OC.COC(=O)OC.COC(=O)OC.COC(=O)OC.COC(=O)OC.COC(=O)OC
Charge: 0
Total energy in eV: -185189.7085

XYZ file:
```
214
Properties=species:S:1:pos:R:3:lowdin_charge:R:1
C 19.7893 18.8020 16.6033 0.0010
O 21.2163 18.9779 16.7823 0.0148
C 21.9981 17.9637 16.3993 -0.5709
O 21.6719 16.9107 15.8971 0.1087
O 23.2739 18.3280 16.7451 -0.0277
C 24.3401 17.4365 16.4582 -0.0494
H 19.4835 18.6155 15.6106 0.0422
H 19.4060 19.7765 16.9240 0.0947
H 19.3734 18.0409 17.3130 0.0960
H 24.2405 16.4849 17.0119 0.0948
H 25.2286 17.9408 16.8582 0.1020
H 24.4586 17.1921 15.4358 0.0738
C 18.3523 17.9252 8.5849 -0.0389
O 17.0712 17.8266 9.2233 -0.0276
C 16.8447 16.6420 9.8965 -0.5926
O 17.6414 15.7367 9.9683 0.0869
O 15.6122 16.6601 10.3647 0.0017
C 15.1785 15.5791 11.2596 0.0090
H 18.7439 16.9222 8.6089 0.0753
H 19.0105 18.7089 8.9835 0.0994
H 18.0987 18.0977 7.5358 0.0920
H 14.8807 16.0065 12.2363 0.0775
H 15.9168 14.8013 11.4608 0.0726
H 14.2851 15.1463 10.7308 0.1045
C 23.5621 17.2922 10.5221 -0.0654
O 24.2558 17.8371 11.6059 0.0358
C 23.5172 18.6923 12.3055 -0.6221
O 22.3937 19.0397 12.0342 0.1040
O 24.2019 19.1663 13.3188 0.0204
C 23.5684 20.2631 14.0806 0.0201
H 22.7799 16.5528 10.7050 0.0963
H 24.3471 16.8940 9.8982 0.0958
H 23.0757 18.0125 9.9076 0.0841
H 22.5558 20.0456 14.4485 0.0785
H 23.5348 21.1479 13.4865 0.0883
H 24.2335 20.4558 14.9221 0.1009
C 13.5611 12.9757 16.7111 0.0139
O 12.5891 14.0354 16.9648 0.0023
C 12.7816 14.6348 18.1150 -0.5419
O 13.7727 14.6056 18.8761 0.0549
O 11.7136 15.5320 18.3257 -0.0491
C 11.8545 16.3122 19.5602 -0.0361
H 13.6926 12.4106 17.6084 0.0922
H 14.4899 13.3643 16.3020 0.0805
H 13.0604 12.3500 15.9583 0.0907
H 11.9640 15.6692 20.4357 0.0896
H 10.9177 16.8496 19.5817 0.0834
H 12.7293 17.0226 19.5200 0.1059
C 20.6396 24.7519 13.7338 0.0008
O 20.4418 23.5367 12.9472 -0.0232
C 20.3268 22.3843 13.6444 -0.6471
O 20.6022 22.1774 14.7831 0.1365
O 19.8003 21.5237 12.7872 0.0100
C 19.6489 20.1244 13.2046 -0.0003
H 20.1871 25.4795 13.1171 0.0764
H 21.7108 24.9285 13.8309 0.1009
H 20.0763 24.5883 14.6379 0.0654
H 20.6346 19.6441 13.4411 0.0847
H 19.1464 19.5873 12.4078 0.0833
H 19.0224 20.0703 14.1117 0.0682
C 13.0877 22.4205 8.4051 -0.0078
O 14.0928 23.4181 8.6039 0.0530
C 14.5430 23.5214 9.7918 -0.6426
O 14.2099 22.8338 10.7104 0.1152
O 15.6604 24.2981 9.7640 0.0043
C 16.3995 24.4277 11.0240 0.0046
H 12.0805 22.7079 8.6548 0.0986
H 13.3236 21.5026 8.9447 0.0940
H 13.1095 22.1971 7.3838 0.0776
H 15.9146 25.0554 11.7360 0.0825
H 17.3605 24.8069 10.7356 0.0919
H 16.5376 23.4847 11.4315 0.0606
C 13.1131 19.7091 15.7370 -0.0322
O 13.7322 20.9103 15.2548 -0.0260
C 12.8715 21.7353 14.5676 -0.6026
O 11.7002 21.5639 14.4590 0.1396
O 13.6104 22.6996 14.0457 -0.0066
C 12.9461 23.8517 13.5448 -0.0323
H 12.3195 19.9381 16.4103 0.0896
H 13.9776 19.1538 16.1244 0.0772
H 12.7220 19.1201 14.8664 0.0877
H 12.4100 24.3904 14.3501 0.1118
H 12.2916 23.5796 12.7380 0.0859
H 13.7241 24.4848 13.1803 0.0734
C 18.7411 26.0730 17.6588 -0.0892
C 19.2572 25.6085 18.9479 -0.2833
O 19.2714 24.1748 19.1167 -0.1490
P 17.9535 23.3214 19.1459 0.3648
O 18.2070 21.9507 19.6569 -0.2314
O 16.8728 24.1351 19.9546 -0.1785
C 15.6742 23.5166 20.5164 -0.2504
C 15.8503 23.0588 21.9268 -0.0845
O 17.3320 23.3969 17.6927 -0.1868
C 17.6321 22.3103 16.8164 -0.2517
C 17.3389 22.7273 15.3919 -0.0370
H 17.6640 25.8631 17.7469 0.0770
H 18.8326 27.1835 17.5680 0.1047
H 19.1325 25.4729 16.8441 0.0708
H 20.3304 25.9288 19.0746 0.1373
H 18.6393 26.0146 19.7533 0.1149
H 14.9117 24.3389 20.4292 0.1328
H 15.2430 22.6692 19.9933 0.1129
H 16.6107 22.2726 21.9429 0.0791
H 16.2069 23.8389 22.5560 0.0660
H 14.9278 22.6419 22.3364 0.0851
H 18.6441 22.0269 16.8613 0.0920
H 16.8840 21.5876 17.1537 0.1241
H 18.0410 23.5283 15.1019 0.0726
H 17.3748 21.8153 14.7577 0.0740
H 16.3096 23.0682 15.3182 0.0730
C 16.9182 12.3228 19.7962 -0.0577
C 16.4862 13.7411 20.0502 -0.2421
O 17.6914 14.5711 20.2762 -0.1700
P 18.3196 15.3657 19.0642 0.3988
O 17.6709 15.0139 17.8050 -0.2054
O 18.3066 16.9115 19.4687 -0.1673
C 17.0868 17.6322 19.6687 -0.2524
C 16.9640 18.7821 18.6925 -0.0667
O 19.8585 14.9685 19.1091 -0.1606
C 20.8691 15.3843 18.2235 -0.2809
C 21.6037 14.1573 17.7469 -0.0451
H 16.1311 11.5757 19.8230 0.0756
H 17.5125 12.3235 18.8667 0.0760
H 17.6053 12.0749 20.6200 0.0846
H 15.8289 14.1558 19.3087 0.0636
H 15.9574 13.9074 20.9680 0.1132
H 16.2303 16.9796 19.6346 0.1055
H 17.1259 17.9982 20.6685 0.1126
H 17.0573 18.4700 17.6529 0.0503
H 16.0486 19.3228 18.9400 0.0844
H 17.7789 19.4807 18.9708 0.0735
H 20.3999 15.8910 17.3853 0.0838
H 21.4533 16.0875 18.7332 0.1101
H 22.4870 14.3407 17.1265 0.0732
H 21.9898 13.5314 18.5581 0.0825
H 20.8518 13.6225 17.1524 0.0739
C 9.7698 20.2893 11.9902 -0.0820
C 10.2019 19.0296 12.6161 -0.2387
O 11.1854 18.3425 11.7210 -0.1911
P 11.2286 16.7534 11.6363 0.3476
O 9.9221 16.1394 11.6923 -0.2114
O 12.2408 16.2518 12.7579 -0.1812
C 11.6728 15.4854 13.8666 -0.2411
C 10.8478 16.3036 14.8541 -0.0521
O 12.1019 16.4984 10.3359 -0.1754
C 11.5192 16.9513 9.0841 -0.2600
C 12.2027 18.1754 8.5970 -0.0738
H 10.6336 20.9599 11.8940 0.0735
H 9.3324 20.1134 10.9880 0.0926
H 9.0568 20.8160 12.6070 0.0818
H 10.7087 19.2058 13.5945 0.1070
H 9.3818 18.3295 12.8257 0.1086
H 11.0719 14.6473 13.5187 0.1121
H 12.5732 14.9985 14.3094 0.1165
H 10.6249 15.6758 15.7302 0.0790
H 11.4288 17.1390 15.1777 0.0495
H 9.9342 16.5527 14.2907 0.0740
H 11.6313 16.1286 8.3952 0.1167
H 10.4375 17.1037 9.1615 0.1188
H 13.2485 18.0271 8.5870 0.0639
H 11.8857 18.4128 7.5729 0.0881
H 11.8996 19.0224 9.2285 0.0746
C 18.7176 12.2614 10.2147 -0.0618
C 18.5907 11.9314 11.6863 -0.2560
O 17.4706 12.6861 12.1934 -0.1876
P 16.6453 12.1525 13.4514 0.4035
O 15.6113 13.0877 13.8470 -0.2030
O 16.1895 10.6917 12.9836 -0.1678
C 14.8049 10.6026 12.6719 -0.3048
C 14.1579 10.1708 13.8914 -0.0815
O 17.6764 11.7946 14.6101 -0.1321
C 17.9245 12.8899 15.5041 -0.2636
C 18.6300 14.0407 14.8354 -0.0776
H 17.9599 11.7083 9.6290 0.0878
H 18.5868 13.3338 10.1314 0.0593
H 19.6847 11.9123 9.8454 0.0795
H 18.3677 10.8707 11.7552 0.1111
H 19.5045 12.1948 12.2187 0.1178
H 14.4172 11.5644 12.3637 0.1103
H 14.6920 9.9207 11.8142 0.1330
H 14.7240 9.4640 14.4592 0.0852
H 14.0333 11.0912 14.5255 0.0693
H 13.1587 9.7971 13.6927 0.0869
H 17.0524 13.2401 15.9707 0.0720
H 18.5516 12.6080 16.3045 0.0992
H 19.5539 13.5787 14.4664 0.0887
H 18.1658 14.4024 13.9449 0.0401
H 18.8193 14.9280 15.4620 0.0840
C 14.9210 16.6203 16.3369 -0.0307
C 15.9363 16.2039 15.2545 -0.2062
O 15.8708 16.9742 14.0078 -0.1781
P 16.9152 18.1686 13.9775 0.3137
O 16.8516 19.1136 15.0463 -0.1816
O 18.3538 17.5055 13.8978 -0.1861
C 18.7021 16.8486 12.6050 -0.2239
C 20.1342 16.4588 12.6309 -0.0444
O 16.7179 18.7350 12.5312 -0.1750
C 15.9054 19.9607 12.3469 -0.1951
C 14.5038 19.6786 11.9654 -0.0542
H 13.9633 16.9068 15.9151 0.0625
H 14.8002 15.7186 16.9531 0.0681
H 15.3072 17.5440 16.7455 0.0446
H 16.8940 16.4370 15.7270 0.0885
H 15.7957 15.1761 14.9123 0.0944
H 18.0377 16.0009 12.5451 0.0973
H 18.5303 17.5125 11.7708 0.0957
H 20.7731 17.2818 12.6939 0.0299
H 20.4658 15.7447 13.4254 0.0913
H 20.2781 16.0226 11.6199 0.0960
H 15.9767 20.5886 13.2375 0.0982
H 16.4051 20.5541 11.5761 0.1219
H 14.3680 19.0153 11.1270 0.0701
H 13.9866 19.0588 12.6664 0.0610
H 13.8948 20.5857 11.7929 0.0839
```

---

[2]
The following is a quantum chemistry calculation of C51H121AsF6N15O13 as an isolated structure, from OMol25.

Output
HOMO level in eV: -6.751
LUMO level in eV: 1.45
Charge: -1
Total energy in eV: -180970.0466

XYZ file:
```
207
Properties=species:S:1:pos:R:3:lowdin_charge:R:1
As 0.6581 -0.4609 0.1958 0.8980
F 1.5401 0.9001 -0.5385 -0.2646
F 2.1537 -1.4385 0.2395 -0.2702
F -0.2345 -1.7765 1.0899 -0.3060
F -0.8695 0.3852 0.2808 -0.2560
F 0.2467 -1.1574 -1.3782 -0.2543
F 1.1286 0.2077 1.8116 -0.2992
C 2.9681 -1.3774 9.2602 -0.0714
C 2.6418 -0.0431 8.5401 -0.2582
N 1.2323 0.0124 8.0435 -0.1596
C 0.9375 1.3727 7.4242 -0.2128
C -0.4125 1.3520 6.6789 -0.0935
C 0.1774 -0.4390 9.0230 -0.2449
C 0.0114 0.4909 10.2072 -0.0983
H 2.4353 -1.2932 10.2073 0.0586
H 4.0273 -1.3050 9.5070 0.0767
H 2.6483 -2.2501 8.6908 0.0506
H 3.1385 0.8587 8.8980 0.1091
H 3.1142 -0.0540 7.5579 0.0771
H 0.8208 2.1866 8.1398 0.1000
H 1.6693 1.6721 6.6740 0.1094
H -0.6485 2.2165 6.0583 0.0622
H -0.4864 0.5623 5.9312 0.0422
H -1.2359 1.2488 7.3857 0.0652
H 0.3546 -1.4711 9.3253 0.1009
H -0.7696 -0.5011 8.4868 0.0963
H 0.9585 0.7568 10.6767 0.0753
H -0.6960 0.1454 10.9611 0.0684
H -0.5915 1.3785 10.0155 0.0651
C -6.7751 4.4778 -1.2484 -0.0833
C -5.6367 3.7727 -1.9562 -0.2388
N -6.1013 2.5203 -2.6220 -0.1838
C -6.8002 2.6986 -3.8736 -0.2673
C -7.4077 1.3734 -4.2335 -0.1073
C -4.9953 1.4900 -2.6706 -0.2067
C -4.7435 1.0196 -1.2532 -0.0856
H -6.2430 5.3179 -0.8020 0.0713
H -7.3034 3.8874 -0.4998 0.0750
H -7.4770 4.9436 -1.9401 0.0611
H -5.1321 4.4022 -2.6892 0.1162
H -4.9023 3.4345 -1.2252 0.0760
H -7.5935 3.4309 -3.7235 0.1077
H -6.1416 3.0165 -4.6819 0.1107
H -7.5185 0.6873 -3.3939 0.0736
H -8.4359 1.4296 -4.5912 0.0674
H -6.8281 0.8879 -5.0186 0.0627
H -4.0700 1.8524 -3.1186 0.1106
H -5.2083 0.5257 -3.1318 0.0795
H -3.8880 1.5484 -0.8332 0.0452
H -4.4582 -0.0253 -1.1316 0.0489
H -5.6211 1.1124 -0.6135 0.0728
C -2.9899 0.0530 -6.8814 0.0086
C -1.6230 0.0768 -6.2222 -0.5917
O -0.7044 0.7118 -6.6561 0.0411
N -1.5050 -0.6235 -5.0914 0.0149
C -0.3107 -0.5960 -4.2936 -0.0637
H -3.3743 1.0260 -7.1874 0.0767
H -3.7972 -0.2846 -6.2314 0.0625
H -2.8765 -0.5930 -7.7520 0.0838
H -2.2378 -1.1943 -4.6950 0.1029
H -0.5922 -0.0250 -3.4089 0.0779
H 0.5737 -0.1889 -4.7837 0.0814
H -0.1431 -1.6361 -4.0139 0.0750
C 4.3786 -3.6792 -4.2169 0.0103
C 4.7491 -2.3427 -3.6417 -0.5901
O 5.3697 -1.5532 -4.3559 0.0155
N 4.4143 -2.0926 -2.4358 0.0373
C 4.6667 -0.8838 -1.7158 -0.0504
H 4.5954 -3.9962 -5.2370 0.0863
H 3.2966 -3.6133 -4.3312 0.0780
H 4.4950 -4.4892 -3.4968 0.0655
H 4.3221 -2.9453 -1.9023 0.1085
H 5.6224 -0.4588 -2.0226 0.0602
H 4.6695 -1.1095 -0.6495 0.0669
H 3.8534 -0.1891 -1.9259 0.0875
C 8.5662 -0.0263 -3.6921 0.0052
C 8.6476 1.5104 -3.4969 -0.5147
O 9.6922 2.1260 -3.6202 0.0148
N 7.5014 2.2390 -3.6614 -0.0165
C 6.1858 1.7340 -3.7921 -0.0968
H 8.6555 -0.2130 -4.7623 0.0933
H 7.7573 -0.5374 -3.1700 0.0574
H 9.5087 -0.4764 -3.3803 0.0740
H 7.6484 3.1754 -3.3128 0.1268
H 6.2322 0.8407 -4.4150 0.0740
H 5.7375 2.4909 -4.4357 0.0747
H 5.6706 1.5137 -2.8571 0.0700
C -1.7127 4.3940 -4.7694 -0.0069
C -0.5809 3.9770 -3.8716 -0.5744
O -0.2590 4.6736 -2.8957 0.0290
N 0.0672 2.8906 -4.2552 0.0376
C 1.3421 2.4373 -3.6340 -0.0180
H -2.3691 3.6480 -5.2174 0.0651
H -1.3300 5.0629 -5.5403 0.0844
H -2.4091 4.9606 -4.1512 0.0708
H -0.3419 2.3763 -5.0222 0.0975
H 1.0832 2.0635 -2.6434 0.0689
H 2.0937 3.2247 -3.5767 0.0662
H 1.7041 1.6413 -4.2848 0.0739
C 5.2030 -3.9316 1.0130 0.0227
C 4.3675 -4.5618 -0.0753 -0.5532
O 4.8233 -5.1764 -1.0389 -0.0016
N 3.0587 -4.7463 0.0968 0.0337
C 2.2085 -4.1888 1.1182 -0.1045
H 4.7029 -3.6910 1.9511 0.0534
H 5.5308 -2.9325 0.7258 0.0744
H 5.9829 -4.5892 1.3971 0.0939
H 2.5330 -5.1721 -0.6532 0.1407
H 1.9438 -4.9878 1.8107 0.0826
H 1.3081 -3.7821 0.6578 0.0621
H 2.6918 -3.4083 1.7058 0.0504
C -1.9580 1.7746 3.1512 -0.0076
C -3.0224 0.7686 3.2980 -0.5849
O -4.1214 1.1939 3.6574 0.0276
N -2.6763 -0.4715 3.0584 0.0304
C -3.6049 -1.5549 3.2079 -0.0637
H -2.2703 2.5494 2.4510 0.0832
H -1.0080 1.3108 2.8857 0.0672
H -1.8140 2.2772 4.1076 0.0797
H -1.9900 -0.6370 2.3362 0.1064
H -4.0259 -1.7347 2.2187 0.0716
H -4.4661 -1.4125 3.8607 0.0860
H -3.0924 -2.4582 3.5390 0.0838
C 3.8888 4.0385 -0.4094 0.0068
C 3.6742 4.8387 -1.7190 -0.5774
O 2.5655 5.2490 -1.8798 0.0809
N 4.6423 4.7380 -2.6202 -0.0050
C 4.4184 5.2510 -3.9022 -0.0925
H 4.9340 3.7690 -0.2583 0.0532
H 3.3198 3.1111 -0.4751 0.0715
H 3.5232 4.6075 0.4454 0.0720
H 5.6015 4.6880 -2.3078 0.1357
H 4.8802 4.5536 -4.6012 0.0662
H 4.9396 6.1901 -4.0882 0.0878
H 3.3458 5.2860 -4.0929 0.0931
C 2.6811 -2.9068 6.1846 -0.0075
C 2.3086 -3.2633 4.7547 -0.5238
O 2.9852 -3.9647 4.0052 0.0067
N 1.2177 -2.6273 4.2556 0.0328
C 0.4949 -1.4522 4.7395 -0.0763
H 3.7605 -2.8715 6.3320 0.0890
H 2.2572 -3.6085 6.9030 0.0867
H 2.3741 -1.8786 6.3759 0.0435
H 0.9822 -2.9701 3.3352 0.1152
H 0.3010 -1.5652 5.8062 0.0720
H -0.4374 -1.3793 4.1796 0.0658
H 1.0545 -0.5461 4.5076 0.0772
C -1.4699 -4.0782 -6.1168 0.0131
C -0.7262 -4.7119 -4.9096 -0.6009
O 0.1606 -5.4421 -5.1364 0.0737
N -1.1540 -4.4754 -3.6678 0.0204
C -0.5604 -5.0732 -2.4897 -0.0669
H -2.5098 -4.4012 -6.0683 0.0697
H -1.1106 -4.3739 -7.1026 0.0788
H -1.5449 -2.9918 -6.0705 0.0478
H -1.9798 -3.8944 -3.6881 0.0743
H 0.5007 -4.9018 -2.6705 0.0735
H -0.5363 -6.1609 -2.5558 0.0830
H -0.7833 -4.7411 -1.4757 0.0701
C 4.7422 -0.2656 4.4673 0.0181
C 6.0609 0.3022 3.8519 -0.5293
O 7.1677 0.2693 4.4734 -0.0353
N 6.0186 0.8957 2.7044 0.0099
C 4.8524 1.2339 1.8997 -0.0544
H 3.8644 0.3243 4.2035 0.0593
H 4.7827 -0.1653 5.5520 0.0709
H 4.5251 -1.2317 4.0115 0.0791
H 6.9286 1.0580 2.2973 0.1486
H 5.1713 1.6163 0.9301 0.0711
H 4.2838 2.0099 2.4121 0.0919
H 4.2988 0.3248 1.6648 0.0780
C -5.9746 -2.2212 -3.5211 0.0134
C -4.5713 -2.5706 -3.1688 -0.5576
O -3.7447 -2.8806 -3.9759 0.0296
N -4.2577 -2.4508 -1.8280 0.0422
C -2.8726 -2.6978 -1.2747 -0.0308
H -5.9519 -1.3413 -4.1641 0.0683
H -6.5055 -2.0429 -2.5860 0.0670
H -6.4263 -3.0819 -4.0142 0.0922
H -5.0155 -2.2485 -1.1917 0.0468
H -2.0532 -2.3409 -1.8985 0.0631
H -2.7060 -3.7608 -1.1002 0.0656
H -2.7639 -2.2076 -0.3072 0.0665
C 0.6921 3.7800 1.7579 0.0039
C -0.1114 4.2630 0.5926 -0.5791
O -0.0609 5.3942 0.1003 0.0279
N -1.1177 3.4831 0.3303 0.0141
C -2.1704 3.7699 -0.6606 -0.0465
H 1.6006 4.3605 1.9185 0.0756
H 0.8991 2.7155 1.6479 0.0543
H 0.0328 3.8082 2.6255 0.0747
H -1.1734 2.5819 0.7828 0.0766
H -2.0821 3.0889 -1.5071 0.0756
H -2.2463 4.8109 -0.9746 0.0915
H -3.0414 3.5239 -0.0533 0.0637
C -6.6232 -0.2858 1.7270 0.0143
C -6.8532 -1.6618 1.0535 -0.4829
O -6.3872 -1.8211 -0.1091 -0.0352
N -7.5818 -2.5823 1.6919 0.0202
C -7.8913 -3.9512 1.2706 -0.0493
H -7.3333 0.4660 1.3824 0.0927
H -5.5971 -0.0399 1.4538 0.0648
H -6.7132 -0.5393 2.7833 0.0705
H -7.9049 -2.2210 2.5781 0.1332
H -7.2322 -4.3694 0.5097 0.0915
H -8.9575 -3.9813 1.0464 0.0810
H -7.8833 -4.6823 2.0791 0.0757
```